Entry from the OMol25 dataset: a molecular structure, C24H16AgBrF10NO3P2S (wB97M-V/def2-TZVPD).

## Properties
Energy relative to the best compared isomer or geometry (same formula, charge and spin) = 0.431 eV
E_tot = -6005.34594 hartree
E_LUMO (alpha / beta) = -0.41 / -4.07 eV
HOMO-LUMO gap (alpha / beta) = 8.67 / 5.00 eV
Spin multiplicity = 2

CARTESIAN COORDINATES (ANGSTROEM)
Ag: -0.2411 -0.0917 -0.3548
F: 4.4499 5.6924 0.5529
C: 3.9141 4.4866 0.4410
C: 4.7059 3.3632 0.5691
F: 6.0070 3.4822 0.8051
C: 4.1204 2.1161 0.4450
F: 4.9246 1.0574 0.5746
C: 2.7656 1.9418 0.1970
P: 2.1056 0.2506 -0.0043
C: 2.9994 -0.4248 -1.4352
C: 2.3908 -0.2818 -2.6810
C: 3.0185 -0.7490 -3.8263
C: 4.2497 -1.3800 -3.7299
C: 4.8552 -1.5400 -2.4903
C: 4.2374 -1.0602 -1.3461
C: 2.6284 -0.6721 1.4624
C: 2.7822 -0.0424 2.6940
C: 2.9977 -0.7942 3.8397
C: 3.0534 -2.1785 3.7659
C: 2.8931 -2.8109 2.5411
C: 2.6769 -2.0630 1.3949
C: 1.9760 3.0966 0.0754
Br: 0.1188 3.0817 -0.2424
C: 2.5563 4.3480 0.1965
F: 1.8351 5.4587 0.0852
H: 1.4215 0.1994 -2.7645
H: 2.5402 -0.6268 -4.7890
H: 4.7386 -1.7529 -4.6204
H: 5.8142 -2.0351 -2.4127
H: 4.7137 -1.1841 -0.3832
H: 2.7247 1.0371 2.7700
H: 3.1149 -0.2956 4.7926
H: 3.2156 -2.7635 4.6615
H: 2.9277 -3.8909 2.4788
H: 2.5384 -2.5689 0.4461
F: -1.8672 0.7849 -1.9929
P: -3.2594 0.5865 -1.1179
F: -4.0255 0.1264 -2.4284
F: -2.3578 0.9991 0.2205
F: -2.7712 -0.9733 -0.8514
F: -3.6185 2.1188 -1.3408
F: -4.5250 0.3462 -0.1896
N: -0.4588 -2.5755 -0.4112
C: -0.5677 -3.0442 0.9182
C: 0.1304 -4.1753 1.3312
C: 0.1169 -4.5560 2.6607
C: -0.6086 -3.8097 3.5757
C: -1.3333 -2.6949 3.1669
C: -1.3087 -2.3075 1.8429
S: -0.6369 -4.2887 5.2623
O: -0.9602 -3.1317 6.0505
O: 0.5750 -5.0179 5.5367
O: -1.7536 -5.2702 5.4733
H: 0.1694 -3.1444 -0.9636
H: -1.3520 -2.5009 -0.8906
H: 0.7022 -4.7500 0.6117
H: 0.6800 -5.4194 2.9898
H: -1.8901 -2.1208 3.8951
H: -1.8638 -1.4332 1.5210

Force components x, y, z for each atom (eV/Å):
0.1 0.0 0.0
0.0 0.0 0.0
0.0 0.0 0.0
0.0 0.0 0.0
0.0 0.0 0.0
0.0 0.0 0.0
0.0 0.0 0.0
0.0 0.0 0.0
-0.2 0.0 -0.1
0.2 0.0 0.1
0.0 0.0 -0.1
0.0 0.0 0.0
0.0 0.0 0.0
0.0 0.0 0.0
0.0 0.0 0.0
0.1 0.0 0.0
0.0 0.0 0.0
0.0 0.0 0.0
0.0 0.0 0.0
0.1 0.1 0.0
0.0 0.0 0.0
0.0 0.0 0.0
0.0 0.0 0.0
0.1 0.0 0.0
0.0 0.0 0.0
0.0 0.0 0.0
0.0 0.0 0.0
0.0 0.0 0.0
0.0 0.0 0.0
0.0 0.0 0.0
0.0 0.0 0.0
0.0 0.0 0.0
0.0 0.0 0.0
0.0 0.0 0.0
0.0 0.0 0.0
0.0 -0.1 0.0
-0.1 0.1 0.0
0.0 0.0 0.0
0.0 -0.1 0.0
0.0 0.0 0.0
0.0 0.0 0.0
0.0 0.0 0.0
-0.1 -0.1 -0.2
0.1 0.0 0.1
-0.1 0.0 0.0
0.0 -0.1 0.0
-0.1 0.0 0.0
0.0 0.0 0.1
0.0 -0.1 0.0
0.4 0.3 -0.2
0.0 0.0 0.1
0.0 0.0 0.0
-0.2 -0.2 0.0
0.0 0.0 0.0
-0.1 0.1 0.1
0.0 0.0 0.0
0.0 0.0 0.0
0.0 0.0 0.0
0.0 0.0 0.0

Entry from the OMol25 dataset: a molecular structure, C24H16AuF6NO4PS2 (wB97M-V/def2-TZVPD).

## Properties
Energy relative to the best compared isomer or geometry (same formula, charge and spin) = 0.491 eV
E_tot = -3152.23734 hartree
Net charge = +1
E_LUMO = -4.89 eV
HOMO-LUMO gap = 7.22 eV

CARTESIAN COORDINATES (ANGSTROEM)
Au: 0.2143 -1.4439 0.3359
C: -1.8134 1.0470 -4.6475
C: -1.3634 2.1299 -3.9047
C: -0.9948 1.9605 -2.5791
C: -1.1085 0.6916 -2.0051
C: -1.5610 -0.3987 -2.7517
C: -1.9120 -0.2169 -4.0776
P: -0.7522 0.4775 -0.2872
C: 0.4244 1.7114 0.2679
C: 1.5696 1.9645 -0.4904
C: 2.4998 2.8855 -0.0378
C: 2.2943 3.5454 1.1665
C: 1.1569 3.2928 1.9218
C: 0.2206 2.3727 1.4792
C: -2.1890 0.5754 0.7560
C: -3.3178 1.3237 0.5880
C: -4.3063 1.2884 1.6031
C: -4.1371 0.5188 2.7224
C: -2.9824 -0.2903 2.9002
C: -2.7611 -1.1488 4.0101
C: -1.6499 -1.9356 4.0718
C: -0.6871 -1.9522 3.0164
C: -0.9180 -1.1372 1.9591
C: -2.0237 -0.2611 1.8776
H: -2.0848 1.1879 -5.6855
H: -1.2925 3.1093 -4.3586
H: -0.6340 2.8019 -2.0027
H: -1.6296 -1.3842 -2.3036
H: -2.2557 -1.0563 -4.6663
H: 1.7391 1.4471 -1.4256
H: 3.3870 3.0864 -0.6232
H: 3.0273 4.2577 1.5221
H: 0.9966 3.8165 2.8546
H: -0.6626 2.1738 2.0726
H: -3.4528 1.9495 -0.2859
H: -5.2052 1.8774 1.4842
H: -4.9061 0.4969 3.4850
H: -3.5000 -1.1864 4.8006
H: -1.4816 -2.5760 4.9273
H: 0.1778 -2.5997 3.0723
F: 3.4620 -0.4947 0.8516
C: 4.1693 -1.6109 1.0730
F: 4.5543 -1.6346 2.3348
F: 5.2196 -1.6150 0.2759
S: 3.0943 -3.0768 0.7526
O: 1.7782 -2.6273 1.2715
O: 3.6649 -4.1726 1.4440
N: 3.1593 -3.1771 -0.7953
S: 2.0344 -3.1943 -1.8662
O: 2.0853 -4.2933 -2.7558
O: 0.7035 -2.8734 -1.3042
C: 2.4279 -1.6955 -2.8445
F: 1.4880 -1.5121 -3.7603
F: 2.4274 -0.6253 -2.0261
F: 3.6067 -1.7996 -3.4135

Force components x, y, z for each atom (eV/Å):
0.4 -0.8 -0.4
0.0 0.0 0.0
0.0 0.0 0.1
-0.1 -0.1 -0.1
0.1 -0.1 -0.2
0.0 0.0 0.0
0.0 0.0 0.0
-0.2 0.6 0.3
0.0 0.1 -0.1
0.0 0.0 0.0
0.0 0.0 0.0
0.0 0.0 0.0
0.0 0.0 0.0
0.0 0.0 0.0
-0.1 -0.3 -0.1
-0.1 0.2 0.2
0.1 0.0 -0.2
0.1 -0.1 0.1
-0.2 0.1 0.1
-0.1 0.1 -0.1
0.2 -0.1 -0.1
-0.3 0.1 0.4
0.1 0.3 0.1
0.1 -0.2 0.0
0.0 0.0 0.0
0.0 0.0 0.0
0.0 0.0 0.0
0.0 0.0 0.0
0.0 0.0 0.0
0.0 0.1 0.0
0.0 0.0 0.0
0.0 0.0 0.0
0.0 0.0 0.0
0.0 0.0 0.0
0.0 0.0 0.0
0.0 0.0 0.0
0.0 0.0 0.0
0.0 0.0 0.0
0.0 0.0 0.0
0.0 0.0 0.0
0.0 0.0 -0.1
0.0 0.1 0.0
0.0 0.0 0.1
0.1 0.0 0.0
-0.2 0.0 0.2
0.1 -0.4 0.1
0.0 0.0 -0.1
0.0 0.0 -0.1
-0.1 -0.1 0.2
-0.1 0.1 0.0
0.2 0.4 -0.2
0.0 0.1 0.0
0.0 0.0 -0.1
0.0 0.0 0.0
0.1 0.0 -0.1

Entry from the OMol25 dataset: a single C24H16BrN3O2S molecule (wB97M-V/def2-TZVPD).

## Properties
Energy relative to the best compared isomer or geometry (same formula, charge and spin) = 1.006 eV
E_tot = -4210.94044 hartree
Structure (SMILES) = O=S(=O)(c1ccccc1)c1cnc2c(Br)c(-c3ccccc3)nn2c1-c1ccccc1
E_LUMO = -0.47 eV
HOMO-LUMO gap = 7.94 eV

CARTESIAN COORDINATES (ANGSTROEM)
O: -1.7554 3.0218 1.7697
S: -1.3847 3.2978 0.3536
O: -2.5327 4.0613 -0.2314
C: 0.1763 4.2433 -0.0326
C: 1.3151 4.2064 0.7049
C: 2.4259 5.0349 0.3418
C: 2.3948 5.7343 -0.8859
C: 1.1890 5.6885 -1.7083
C: 0.0777 4.9301 -1.3112
C: -1.0924 1.7683 -0.5725
C: -1.5039 1.7450 -2.0619
N: -1.5659 0.5404 -2.7680
C: -1.0011 -0.5795 -2.1480
C: -1.0962 -1.9228 -2.4136
Br: -1.9357 -2.7970 -3.9310
C: -0.7302 -2.7128 -1.1488
C: -0.5474 -4.1314 -0.9950
C: -0.3290 -5.0327 -1.9871
C: 0.1283 -6.3702 -1.7290
C: 0.4276 -6.7324 -0.4305
C: 0.1729 -5.8726 0.6523
C: -0.2500 -4.5796 0.2507
N: -0.3736 -1.8049 -0.3007
N: -0.6096 -0.5052 -0.8269
C: -0.6478 0.5836 -0.0019
C: -0.4043 0.3660 1.3491
C: 0.8961 0.6413 1.6717
C: 1.4169 0.3460 2.9439
C: 0.6158 -0.3359 3.8430
C: -0.7797 -0.6795 3.5334
C: -1.2673 -0.2132 2.2387
H: 1.3272 3.5486 1.5662
H: 3.3142 5.0539 0.9768
H: 3.3215 6.2547 -1.3067
H: 1.2175 6.2344 -2.6694
H: -0.7923 4.8984 -1.9320
H: -1.8517 2.5420 -2.7298
H: -0.5057 -4.7137 -3.0269
H: 0.4992 -7.0691 -2.5147
H: 0.8400 -7.7682 -0.2504
H: 0.3917 -6.1463 1.6178
H: -0.5455 -3.9479 1.0595
H: 1.5445 0.9839 0.8638
H: 2.4804 0.5250 3.2325
H: 1.0983 -0.6625 4.8117
H: -1.5566 -1.0850 4.1813
H: -2.2123 -0.5873 1.9516

Force components x, y, z for each atom (eV/Å):
2.5 -0.1 -2.3
-3.6 1.3 1.6
3.0 -1.5 -0.5
-2.0 0.1 -2.3
0.9 0.8 0.4
-0.5 -0.3 -1.2
-0.6 -0.3 -0.4
1.2 -0.4 0.8
1.9 0.5 1.6
-0.6 0.1 -2.5
0.4 -4.6 -0.2
1.6 2.9 2.2
-2.2 0.5 0.2
-0.4 -2.6 0.3
0.5 1.1 0.7
-0.7 4.1 -4.7
1.0 -0.5 0.4
0.3 -2.1 -2.8
0.6 1.3 -0.5
0.2 -1.5 1.0
-0.4 1.6 -4.6
-0.5 -1.7 4.0
0.1 1.8 1.8
0.8 -2.6 0.9
-2.7 1.2 -4.0
1.4 -0.1 2.3
1.7 0.1 1.0
0.3 -0.3 -0.3
-1.9 -1.2 1.2
1.4 2.7 -2.4
1.4 -2.0 3.1
0.2 0.3 0.2
-0.3 -0.1 -0.3
-1.5 -0.6 0.9
-0.2 -0.5 0.7
-0.5 -0.1 0.1
0.1 0.2 1.1
0.3 -0.5 0.6
-0.9 0.9 0.4
-0.5 1.3 -0.2
0.2 -0.3 2.1
0.3 0.7 0.5
0.0 0.2 0.4
-1.0 0.0 -0.5
-0.9 0.4 -1.1
0.8 -0.2 0.2
-1.1 0.2 -0.4

Entry from the OMol25 dataset: a molecular structure, C24H16Cl2NO7V (wB97M-V/def2-TZVPD).

## Properties
Energy relative to the best compared isomer or geometry (same formula, charge and spin) = 0.983 eV
E_tot = -3370.08274 hartree
E_LUMO (alpha / beta) = -0.83 / -0.82 eV
HOMO-LUMO gap (alpha / beta) = 7.55 / 7.56 eV

CARTESIAN COORDINATES (ANGSTROEM)
V: -0.9742 -0.0297 -0.0685
C: 0.7078 -6.2783 0.7354
O: 2.0054 -5.7611 0.5092
C: 2.1144 -4.4417 0.2174
C: 3.4011 -3.9815 -0.0592
C: 3.5868 -2.6500 -0.3518
C: 2.5252 -1.7462 -0.4065
C: 2.7447 -0.3320 -0.8137
C: 3.9357 0.3969 -0.2414
O: 1.9676 0.2401 -1.5489
C: 1.2353 -2.2168 -0.1191
O: 0.1681 -1.4183 -0.0827
C: 1.0440 -3.5640 0.1967
H: 0.8298 -7.3476 0.8812
H: 0.0553 -6.1023 -0.1234
H: 0.2557 -5.8415 1.6294
H: 4.2247 -4.6815 -0.0353
H: 4.5875 -2.3011 -0.5722
H: 4.8078 -0.2427 -0.1209
H: 3.6491 0.7393 0.7584
H: 4.1738 1.2612 -0.8574
H: 0.0369 -3.8791 0.4283
Cl: -8.3355 0.3249 -0.3327
C: -6.6184 0.4602 -0.1345
C: -6.0975 1.5479 0.5777
C: -4.7446 1.6768 0.7501
Cl: -4.0927 3.0135 1.6238
C: -3.8403 0.7225 0.2246
O: -2.5590 0.8598 0.4022
C: -4.3957 -0.3514 -0.5003
C: -3.5098 -1.3096 -1.1026
O: -2.2797 -1.2777 -1.0549
C: -5.7832 -0.4777 -0.6701
H: -6.7629 2.2914 0.9944
H: -3.9737 -2.1432 -1.6460
H: -6.1829 -1.3138 -1.2307
O: 1.3811 1.5800 2.5767
C: 1.0733 2.0039 1.4918
N: 0.2519 1.3960 0.5598
C: 0.1666 2.1263 -0.5756
O: -0.5475 1.6612 -1.4744
C: 0.9717 3.3651 -0.4272
C: 1.2063 4.4311 -1.2681
C: 2.0378 5.4450 -0.7969
C: 2.6042 5.3756 0.4712
C: 2.3589 4.2917 1.3140
C: 1.5353 3.2943 0.8443
H: 0.7644 4.4731 -2.2547
H: 2.2492 6.3005 -1.4250
H: 3.2458 6.1807 0.8057
H: 2.7944 4.2297 2.3028

Force components x, y, z for each atom (eV/Å):
0.3 -0.1 -1.3
0.0 0.0 0.0
0.0 0.0 0.0
0.0 0.0 0.0
0.1 0.0 0.0
0.0 0.0 0.0
-0.2 0.2 0.0
0.1 0.0 0.0
0.0 0.0 0.0
0.0 0.0 0.0
0.2 -0.2 0.1
-0.3 0.5 0.1
-0.2 0.1 0.0
0.0 0.0 0.0
0.0 0.0 0.0
0.0 0.0 0.0
0.0 0.0 0.0
0.0 0.0 0.0
0.0 0.0 0.0
0.0 0.0 0.0
0.0 0.0 0.0
0.0 0.0 0.0
0.0 0.0 0.0
0.0 0.1 0.1
-0.1 0.0 0.0
0.3 0.0 0.0
-0.1 0.0 0.0
-0.2 0.0 -0.1
0.2 -0.2 0.4
0.2 0.1 0.1
-0.1 -0.2 0.0
-0.3 -0.1 0.0
0.0 -0.1 -0.1
0.0 0.0 0.0
0.0 0.0 0.0
0.0 0.0 0.0
0.0 0.1 0.0
0.1 0.2 -0.1
0.1 0.1 0.7
0.2 -0.2 0.6
-0.2 -0.2 -0.1
0.0 0.0 -0.1
0.0 0.0 0.0
0.0 0.0 0.0
0.0 0.0 0.0
0.0 0.0 0.0
-0.1 0.0 -0.1
0.0 0.0 0.0
0.0 0.0 0.0
0.0 0.0 0.0
0.0 0.0 0.0

Entry from the OMol25 dataset: a molecular structure, C24H16Cl3N5ORuSe (wB97M-V/def2-TZVPD).

## Properties
Energy relative to the best compared isomer or geometry (same formula, charge and spin) = 1.026 eV
E_tot = -5149.49041 hartree
Net charge = +2
E_LUMO (alpha / beta) = -9.91 / -9.92 eV
HOMO-LUMO gap (alpha / beta) = 2.94 / 2.92 eV

CARTESIAN COORDINATES (ANGSTROEM)
Ru: 0.0195 -0.1007 -0.0039
Cl: 5.3372 4.5623 0.0271
C: 3.8119 3.8152 -0.0677
C: 3.7396 2.4186 -0.2169
C: 2.5079 1.8206 -0.2169
Cl: 2.3182 0.1140 -0.3630
C: 1.2804 2.5358 -0.1121
O: 0.1492 1.9477 -0.0690
C: 1.4044 3.9650 -0.0434
Cl: -0.0255 4.8890 -0.0005
C: 2.6425 4.5730 0.0058
H: 4.6430 1.8414 -0.3237
H: 2.6989 5.6470 0.0997
Se: -5.4807 -5.3414 0.1336
N: -5.4683 -3.5954 0.0922
C: -4.2267 -3.1573 0.0253
C: -3.8481 -1.7746 -0.0588
C: -4.7558 -0.7107 -0.1443
C: -4.2618 0.5734 -0.2770
C: -2.8838 0.7844 -0.2978
N: -2.0107 -0.2112 -0.1861
C: -2.4688 -1.4831 -0.0943
C: -1.4759 -2.5279 -0.1004
N: -0.1811 -2.1312 -0.1834
C: 0.7575 -3.0626 -0.3265
C: 0.4732 -4.4272 -0.3505
C: -0.8324 -4.8546 -0.2170
C: -1.8405 -3.8892 -0.0908
C: -3.2385 -4.1989 0.0070
N: -3.7379 -5.4188 0.0577
H: -5.8154 -0.9191 -0.1242
H: -4.9345 1.4122 -0.3671
H: -2.4736 1.7818 -0.4179
H: 1.7796 -2.7229 -0.4449
H: 1.2757 -5.1375 -0.4784
H: -1.0989 -5.9005 -0.2320
C: 1.6145 -1.9108 2.7989
C: 0.7021 -0.8406 3.2285
C: 0.4231 -0.4775 4.5820
C: -0.4264 0.5912 4.5270
C: -0.6545 0.8607 3.1404
C: -1.4855 1.9414 2.6015
N: 0.0296 -0.0277 2.3794
H: 2.2144 -2.2490 3.6399
H: 2.2636 -1.5623 1.9933
H: 1.0506 -2.7687 2.4254
H: 0.8338 -0.9580 5.4478
H: -0.8469 1.1460 5.3415
H: -1.6434 2.7109 3.3535
H: -2.4655 1.5531 2.3126
H: -1.0282 2.3697 1.7071

Force components x, y, z for each atom (eV/Å):
0.1 0.9 1.0
0.1 0.1 0.0
-0.5 -0.6 -0.1
0.1 0.3 0.1
-0.5 1.2 0.2
0.8 -0.7 0.0
1.4 0.7 0.1
-1.3 -0.5 0.0
0.3 -0.7 0.0
-0.2 0.1 0.1
0.0 0.0 0.0
0.1 -0.1 0.0
0.0 0.1 0.0
0.1 0.1 0.0
-0.3 1.3 0.0
-0.6 -1.2 0.0
0.7 0.7 -0.1
0.4 0.0 0.0
0.0 -0.3 0.0
-0.1 0.2 -0.1
-0.2 -0.3 0.5
-1.1 0.2 0.0
0.2 -1.0 0.0
-0.4 -0.3 0.2
0.1 -0.2 -0.1
-0.1 0.1 0.0
0.0 0.4 0.0
0.8 0.5 -0.1
-1.2 -0.5 0.0
1.3 -0.3 0.0
-0.1 0.0 0.0
0.0 0.1 0.0
0.1 -0.1 0.1
0.0 0.1 0.1
0.1 0.0 0.0
0.0 -0.1 0.0
0.1 0.2 0.2
0.0 0.2 -1.8
-1.1 1.5 1.2
1.0 -1.2 1.3
-0.4 0.5 -1.2
0.6 -0.2 0.6
0.3 -0.9 -2.0
0.0 0.0 0.0
-0.1 0.0 0.0
-0.1 0.0 0.0
0.1 -0.1 0.2
-0.1 0.1 0.2
-0.1 0.0 0.1
-0.1 -0.1 -0.2
0.1 -0.1 -0.4